Below is a 8-piece molecular cluster, C23H60N5O22P3 overall, with properties calculated with ωB97M-V/def2-TZVPD.

```
113
Properties=species:S:1:pos:R:3:forces:R:3:mulliken_charge:R:1
C 0.433 -6.778 -9.308 -0.6 -0.9 0.3 -1.278
C -0.271 -5.986 -8.178 1.3 -1.9 -1.3 -0.204
O 0.119 -4.642 -8.322 -0.2 2.3 1.9 -0.190
P 0.405 -3.732 -6.955 0.8 0.6 -1.0 0.876
O 1.164 -4.462 -5.886 -1.7 1.3 -1.5 -0.734
O -0.961 -2.921 -6.564 2.4 -2.9 0.0 -0.312
C -1.808 -2.444 -7.598 -0.2 1.9 0.8 -0.142
C -2.013 -0.976 -7.114 -0.5 0.1 -1.3 -1.171
O 1.221 -2.467 -7.647 -3.3 -1.5 0.2 -0.292
C 2.577 -2.394 -7.469 2.4 -0.5 0.3 -0.305
C 3.351 -3.271 -8.455 0.2 0.3 -0.5 -0.981
H 1.395 -7.171 -8.979 0.3 0.6 -0.4 0.301
H -0.119 -7.696 -9.510 -0.3 -0.1 0.2 0.426
H 0.414 -6.298 -10.287 0.5 0.5 0.3 0.314
H -1.331 -6.200 -8.314 -0.2 0.7 0.5 0.282
H 0.153 -6.383 -7.255 -0.6 0.0 0.3 0.317
H -1.354 -2.441 -8.589 0.3 0.0 0.1 0.283
H -2.679 -3.094 -7.678 -0.2 0.3 0.3 0.352
H -1.073 -0.429 -7.179 0.2 -0.2 -0.4 0.263
H -2.729 -0.506 -7.788 0.0 0.3 0.0 0.361
H -2.313 -0.759 -6.088 -0.4 -0.9 0.0 0.320
H 2.892 -1.367 -7.658 -0.2 0.1 0.2 0.290
H 2.755 -2.654 -6.426 0.6 0.0 0.0 0.354
H 3.260 -2.810 -9.439 -0.2 -0.1 -0.2 0.274
H 4.428 -3.280 -8.289 0.0 0.1 0.5 0.375
H 3.033 -4.310 -8.548 -0.3 0.1 0.3 0.222
C 3.405 1.442 4.819 -1.5 0.1 -0.7 -1.095
C 2.986 2.874 4.413 0.9 -0.3 -0.1 -0.285
O 2.380 3.482 5.535 0.4 2.0 2.5 -0.195
P 3.242 4.458 6.541 1.3 -1.3 -0.7 0.658
O 4.626 3.900 6.881 -3.5 1.9 -0.7 -0.739
O 3.115 5.887 5.711 1.8 -1.8 1.2 -0.154
C 3.753 7.091 6.252 -0.8 0.1 -0.1 -0.149
C 3.329 8.185 5.314 -1.0 0.4 0.4 -1.106
O 2.247 4.641 7.789 2.6 0.2 -0.3 -0.283
C 0.911 5.042 7.655 -1.5 -0.8 -1.3 -0.076
C 0.300 5.601 8.907 0.3 -0.4 0.4 -1.222
H 4.248 1.366 5.506 -0.1 0.3 -0.1 0.278
H 2.492 1.048 5.265 0.1 -0.1 0.7 0.284
H 3.485 0.739 3.990 0.7 0.4 -0.4 0.402
H 3.816 3.495 4.079 0.2 -0.1 -0.1 0.278
H 2.195 2.983 3.671 0.2 -0.8 -0.3 0.305
H 3.328 7.210 7.248 -0.1 0.2 0.0 0.280
H 4.824 7.244 6.385 0.4 -1.6 -0.2 0.307
H 2.447 7.858 4.763 -0.1 0.1 0.1 0.271
H 3.025 8.956 6.022 0.0 0.8 -0.7 0.309
H 4.050 8.526 4.571 0.2 -0.1 0.4 0.337
H 0.744 5.669 6.780 0.3 0.3 0.0 0.354
H 0.440 4.093 7.400 -0.7 0.1 0.1 0.270
H 0.453 6.667 9.080 0.1 -0.1 -0.1 0.296
H -0.768 5.383 8.895 0.0 0.2 0.0 0.353
H 0.734 5.035 9.731 -0.1 0.1 0.3 0.324
C -5.748 4.623 0.662 1.5 0.7 0.4 -1.061
C -4.878 5.317 1.756 0.6 0.6 -1.1 -0.169
O -3.471 4.923 1.697 1.6 -0.7 -0.5 -0.204
P -2.288 5.542 0.751 0.5 0.6 0.7 0.718
O -2.694 5.903 -0.640 0.5 -0.4 1.9 -0.718
O -1.657 6.859 1.693 0.9 -4.5 -2.1 -0.265
C -2.364 8.041 1.676 -1.2 1.4 -0.2 -0.060
C -1.526 9.197 2.194 0.3 -0.2 0.9 -1.352
O -1.069 4.421 0.899 -1.0 0.8 -2.0 -0.217
C -0.566 3.665 -0.323 -0.2 -1.1 -0.6 -0.279
C -1.452 2.479 -0.760 -0.6 -0.3 2.2 -1.049
H -5.474 5.209 -0.216 -0.7 -0.2 -0.4 0.292
H -5.413 3.606 0.458 0.0 -0.1 0.3 0.245
H -6.813 4.624 0.894 0.1 0.2 -0.1 0.366
H -4.737 6.376 1.542 -1.2 0.2 0.1 0.177
H -5.242 5.210 2.778 0.3 -0.3 -0.1 0.382
H -2.711 8.268 0.668 -0.3 -0.1 -0.1 0.356
H -3.179 7.822 2.366 -0.6 0.9 -0.1 0.252
H -0.567 9.337 1.696 0.0 -0.4 -0.1 0.320
H -1.996 10.181 2.204 -0.5 -0.2 -0.3 0.375
H -1.358 8.966 3.246 0.5 0.1 0.1 0.295
H -0.222 4.147 -1.238 -0.7 1.6 0.5 0.302
H 0.362 3.169 -0.041 -0.1 0.3 0.9 0.358
H -1.547 1.955 0.191 -0.2 -0.5 0.1 0.263
H -2.501 2.606 -1.024 0.2 0.8 -0.5 0.294
H -0.991 1.737 -1.412 0.3 0.6 -0.3 0.378
C 2.102 -4.191 -0.296 2.1 -0.5 -0.2 -0.718
N 0.934 -4.507 0.511 -1.5 -0.5 -1.5 0.831
O 0.621 -5.712 0.488 -0.1 2.0 1.0 -0.504
O 0.313 -3.562 0.977 0.2 -1.2 0.4 -0.497
H 2.417 -5.157 -0.689 0.3 0.3 0.0 0.320
H 2.855 -3.770 0.371 0.0 -0.2 0.1 0.275
H 2.019 -3.473 -1.112 -1.0 0.0 0.3 0.293
C -2.472 -9.268 -1.924 -0.1 1.6 0.7 -0.725
N -3.700 -9.884 -2.541 -0.8 -1.5 -0.4 0.834
O -4.258 -10.804 -1.917 1.2 1.7 -0.6 -0.497
O -4.079 -9.514 -3.650 0.8 0.1 1.3 -0.495
H -2.237 -8.287 -2.337 -0.2 -0.4 -1.0 0.310
H -1.570 -9.880 -1.927 -0.6 -0.4 -0.2 0.281
H -2.712 -8.920 -0.920 -0.3 -0.9 0.3 0.294
C -3.108 0.077 4.672 -0.3 -0.4 -0.8 -0.676
N -4.108 -0.215 5.741 -2.1 2.3 2.0 0.813
O -3.896 -1.175 6.468 -0.3 0.9 -1.1 -0.479
O -5.091 0.602 5.909 3.1 -2.6 -0.9 -0.498
H -2.100 -0.181 4.996 -0.3 0.0 0.3 0.302
H -3.171 1.084 4.259 -0.3 0.0 0.6 0.273
H -3.403 -0.591 3.862 0.2 -0.1 0.0 0.267
C 9.363 -6.242 -2.743 2.6 -0.9 0.3 -0.671
N 8.593 -6.815 -1.654 0.4 0.2 2.2 0.763
O 9.222 -7.281 -0.652 -2.2 0.9 -2.6 -0.492
O 7.399 -6.628 -1.786 0.1 -0.9 1.0 -0.464
H 9.378 -5.159 -2.618 -0.7 -0.1 -0.6 0.280
H 9.103 -6.743 -3.675 -0.4 0.8 0.0 0.276
H 10.375 -6.557 -2.488 0.2 0.1 -0.4 0.308
C -4.796 -4.929 2.791 -0.3 -0.6 0.2 -0.627
N -5.429 -5.065 1.424 1.9 -1.5 -1.3 0.807
O -6.154 -4.200 1.072 -1.6 1.6 -0.2 -0.497
O -5.077 -5.988 0.653 -0.2 1.0 2.2 -0.501
H -3.818 -4.459 2.687 0.2 -0.7 -0.3 0.249
H -4.843 -5.943 3.188 0.7 0.2 0.1 0.272
H -5.324 -4.250 3.459 -0.6 -0.1 -0.6 0.297
```
Forces are in eV/Å.

Results
ΔE to the lowest compared entry with this formula, charge and spin (kcal/mol): 156.8
Net charge: 0
LUMO (eV): -0.267
Kohn-Sham gap (hartree): 0.37684
Electronic energy (Eh): -3865.10449
HOMO energy (eV): -10.52
Structure (SMILES): CCOP(=O)(OCC)OCC.CCOP(=O)(OCC)OCC.CCOP(=O)(OCC)OCC.C[N+](=O)[O-].C[N+](=O)[O-].C[N+](=O)[O-].C[N+](=O)[O-].C[N+](=O)[O-]

Below is a 5-piece molecular cluster, C23H60N5O6 overall, with properties calculated with ωB97M-V/def2-TZVPD.

```
94
Properties=species:S:1:pos:R:3:forces:R:3:mulliken_charge:R:1
C -1.757 3.058 -0.035 0.0 -0.2 -0.3 -0.850
C -1.456 1.568 -0.053 0.2 0.3 0.2 -0.805
O -0.038 1.295 -0.144 -0.1 -0.2 -0.2 -0.271
C 0.507 1.552 -1.381 0.1 0.3 0.3 -0.955
N 1.595 0.540 -1.600 -0.2 0.2 -0.1 0.232
C 2.791 0.811 -0.711 0.1 0.1 0.4 -0.414
C 3.217 -0.328 0.235 0.3 -0.2 -0.1 -0.659
O 2.791 -1.603 -0.167 0.0 -0.1 0.0 -0.368
C 1.375 -1.583 -0.282 0.2 0.9 0.2 -0.039
C 1.052 -0.863 -1.556 0.0 -0.7 -0.3 -1.004
H -2.599 3.253 0.619 -0.2 0.2 0.0 0.401
H -0.900 3.622 0.318 0.1 0.1 0.3 0.295
H -1.991 3.406 -1.038 -0.1 0.1 0.0 0.355
H -1.777 1.095 0.867 0.1 -0.1 0.1 0.383
H -1.966 1.082 -0.882 0.0 -0.2 -0.1 0.426
H -0.204 1.463 -2.202 -0.1 -0.2 -0.1 0.536
H 0.974 2.541 -1.435 0.1 0.0 0.0 0.412
H 1.897 0.686 -2.563 0.1 0.0 0.1 0.449
H 3.617 1.122 -1.336 0.0 -0.1 -0.4 0.461
H 2.537 1.665 -0.095 -0.1 0.2 0.0 0.239
H 4.302 -0.343 0.265 0.1 0.0 0.0 0.363
H 2.878 -0.121 1.249 -0.3 0.1 0.1 0.405
H 0.972 -2.592 -0.296 0.2 -0.1 -0.2 0.012
H 0.964 -1.032 0.567 -0.2 -0.1 0.2 0.475
H 1.525 -1.408 -2.363 0.1 -0.1 -0.3 0.845
H -0.009 -0.872 -1.773 -0.2 0.4 0.1 0.117
C -2.273 7.722 -1.285 0.0 0.1 0.0 -1.381
C -3.575 7.057 -1.718 0.1 0.0 0.1 0.397
C -4.594 6.878 -0.583 -0.1 0.0 -0.1 -0.715
O -4.288 5.817 0.303 0.0 0.0 0.1 -0.362
C -3.384 6.132 1.349 -0.1 -0.2 0.0 -0.282
N -3.268 5.784 -2.381 -0.1 -0.1 0.0 -0.672
H -1.629 7.036 -0.734 0.0 0.0 0.0 0.237
H -1.714 8.054 -2.159 0.0 0.0 0.0 0.344
H -2.463 8.592 -0.655 0.0 0.0 0.0 0.356
H -4.043 7.710 -2.459 -0.1 0.0 0.0 0.441
H -5.557 6.615 -1.028 0.0 0.0 0.0 0.337
H -4.739 7.812 -0.026 0.1 0.0 0.0 0.410
H -3.531 7.148 1.724 0.0 0.0 -0.1 0.408
H -2.346 6.008 1.026 0.0 0.1 0.1 0.061
H -3.562 5.431 2.162 0.0 0.0 0.0 -0.006
H -4.120 5.399 -2.777 0.0 0.0 -0.1 0.289
H -3.006 5.124 -1.652 0.0 0.1 0.0 0.143
C 2.725 -5.377 0.352 0.1 0.1 0.0 -1.347
C 1.489 -4.892 1.100 0.1 -0.2 -0.1 0.668
C 0.941 -5.899 2.119 -0.2 0.1 0.1 -0.908
O 0.228 -6.974 1.547 0.1 0.0 0.0 -0.392
C 1.016 -8.066 1.100 -0.1 0.0 0.0 -0.591
N 0.468 -4.476 0.125 -0.2 -0.3 0.1 -0.629
H 2.489 -6.127 -0.404 -0.1 0.0 0.0 0.231
H 3.189 -4.534 -0.163 0.0 0.0 0.0 0.220
H 3.465 -5.798 1.034 0.0 0.0 0.0 0.402
H 1.777 -3.999 1.666 0.0 0.0 0.1 0.222
H 0.220 -5.380 2.756 0.0 0.0 0.0 0.376
H 1.739 -6.271 2.774 0.1 0.0 -0.1 0.455
H 1.882 -8.225 1.749 0.0 0.0 0.0 0.294
H 1.350 -7.925 0.070 0.1 0.0 0.0 0.194
H 0.389 -8.955 1.133 0.0 0.0 0.0 0.265
H -0.321 -4.077 0.628 0.0 -0.1 0.0 0.235
H 0.089 -5.316 -0.305 0.1 0.0 -0.1 0.283
C -1.809 1.931 5.930 0.0 -0.1 0.0 -1.426
C -2.933 2.307 4.970 0.1 0.2 0.2 0.038
C -2.438 2.880 3.634 -0.1 -0.1 -0.2 0.008
O -1.980 4.215 3.677 0.1 0.0 0.0 -0.277
C -0.654 4.398 4.137 -0.1 0.1 0.0 -0.844
N -3.865 3.203 5.654 0.0 0.0 -0.3 -0.691
H -1.369 2.807 6.405 0.0 0.0 0.0 0.309
H -2.195 1.296 6.726 0.0 0.0 0.0 0.368
H -1.014 1.383 5.417 0.0 0.0 0.0 0.315
H -3.477 1.389 4.728 0.0 0.0 -0.1 0.439
H -3.282 2.893 2.936 0.0 0.0 0.0 0.279
H -1.662 2.235 3.193 0.0 0.0 0.1 0.036
H -0.010 3.563 3.845 0.0 0.0 0.0 0.341
H -0.618 4.524 5.221 0.1 -0.1 0.0 0.233
H -0.272 5.312 3.681 0.0 0.0 0.0 0.292
H -4.680 3.364 5.069 0.0 -0.1 0.1 0.282
H -3.425 4.115 5.741 0.0 0.0 0.1 0.313
C 3.339 -3.592 -5.314 0.0 0.0 0.0 -1.626
C 3.229 -3.781 -3.806 -0.1 -0.1 -0.2 0.620
C 3.595 -5.173 -3.288 0.1 -0.1 0.2 -0.598
O 2.585 -6.142 -3.482 0.1 -0.1 -0.1 -0.326
C 2.594 -6.788 -4.745 -0.1 -0.1 0.1 -0.714
N 1.869 -3.439 -3.360 0.1 0.3 0.2 -0.511
H 2.519 -4.075 -5.846 0.0 -0.1 0.0 0.317
H 3.305 -2.532 -5.567 0.0 0.0 0.0 0.385
H 4.277 -3.998 -5.694 0.0 0.0 0.0 0.372
H 3.930 -3.083 -3.336 0.0 0.0 0.1 0.299
H 3.701 -5.078 -2.206 0.0 -0.1 0.0 0.067
H 4.553 -5.536 -3.681 0.0 0.1 -0.1 0.541
H 3.613 -6.931 -5.113 0.0 0.0 0.0 0.326
H 2.012 -6.233 -5.484 0.1 0.0 -0.1 0.244
H 2.131 -7.765 -4.615 0.0 0.0 0.0 0.251
H 1.835 -3.516 -2.345 0.0 -0.2 0.0 -0.012
H 1.258 -4.189 -3.674 0.0 0.1 -0.1 0.328
```
Forces are in eV/Å.

Results
Net charge: +1
LUMO (eV): -2.594
Kohn-Sham gap (hartree): 0.31058
Electronic energy (Eh): -1637.19411
HOMO energy (eV): -11.05

Below is a 7-piece molecular cluster, C23H60NO6 overall, with properties calculated with ωB97M-V/def2-TZVPD.

```
90
Properties=species:S:1:pos:R:3:forces:R:3:mulliken_charge:R:1
C 0.678 -0.445 0.823 -0.4 0.5 -0.2 -0.744
C -0.365 0.646 0.505 0.7 0.4 -0.5 0.196
C -1.308 0.228 -0.657 -0.1 -0.2 0.3 -1.095
N -2.096 -0.928 -0.449 -0.4 0.2 -0.6 -0.794
C -3.186 -0.800 0.490 0.6 -0.3 -0.2 -0.367
C -3.709 0.598 0.934 -0.6 -0.4 0.3 -1.018
H 1.691 -0.042 0.831 0.0 0.1 0.3 -0.144
H 0.624 -1.184 0.023 -0.1 -0.3 0.2 0.325
H 0.458 -0.887 1.793 0.2 -0.4 -0.1 0.286
H 0.177 1.537 0.150 -0.1 0.1 0.1 0.331
H -0.912 0.963 1.396 -0.2 -0.1 0.0 0.012
H -0.631 0.021 -1.503 0.0 0.0 -0.1 0.292
H -1.855 1.152 -0.966 0.0 0.1 0.0 0.288
H -4.045 -1.352 0.072 -0.1 0.0 0.1 0.299
H -2.946 -1.365 1.421 -0.2 0.1 0.2 0.268
H -4.794 0.632 0.794 -0.1 0.1 -0.1 0.309
H -3.306 1.469 0.425 0.2 -0.1 -0.1 0.357
H -3.565 0.706 2.011 0.2 0.3 0.0 0.220
C 5.423 0.251 3.904 0.0 -0.2 0.0 -1.412
C 4.752 0.610 2.585 0.0 0.3 0.2 0.518
C 5.436 1.798 1.927 -0.2 0.0 -0.2 -1.202
O 3.371 0.873 2.792 0.2 -0.1 -0.1 -0.330
H 5.351 1.089 4.604 0.0 0.0 0.0 0.300
H 4.926 -0.605 4.364 0.0 0.0 0.0 0.354
H 6.479 0.012 3.761 0.0 0.0 0.0 0.383
H 4.792 -0.249 1.912 -0.1 0.0 0.0 0.324
H 5.369 2.680 2.571 0.0 0.0 0.1 0.250
H 4.945 2.043 0.984 0.0 0.0 0.0 0.325
H 6.487 1.597 1.735 0.1 0.0 0.0 0.320
H 3.287 1.631 3.385 -0.2 -0.1 0.1 0.282
C -0.026 1.126 5.019 0.1 -0.1 0.0 -1.132
C 0.905 2.201 5.559 -0.4 -0.1 -0.2 0.343
C 0.137 3.419 6.050 0.1 0.1 0.1 -1.329
O 1.843 2.581 4.553 0.2 0.3 0.1 -0.570
H -0.596 1.504 4.167 0.0 0.0 0.0 0.246
H 0.546 0.267 4.669 0.0 0.0 0.0 0.278
H -0.730 0.793 5.784 0.0 0.0 0.0 0.409
H 1.501 1.793 6.376 0.1 0.0 0.0 0.262
H -0.430 3.866 5.230 -0.1 -0.1 0.0 0.352
H 0.822 4.179 6.430 0.0 0.0 0.0 0.327
H -0.562 3.150 6.844 0.0 0.0 0.0 0.374
H 1.347 2.936 3.804 0.0 -0.1 0.0 0.322
C -6.845 -0.609 -2.204 -0.1 0.1 0.1 -1.115
C -6.111 -0.564 -3.536 0.2 -0.2 0.3 0.279
C -5.971 -1.956 -4.135 0.0 -0.1 -0.1 -0.908
O -4.832 0.035 -3.370 -0.1 -0.1 -0.1 -0.555
H -6.285 -1.210 -1.482 0.0 0.0 0.0 0.238
H -6.934 0.395 -1.787 0.0 0.0 0.0 0.313
H -7.847 -1.033 -2.311 0.0 0.0 0.0 0.347
H -6.657 0.078 -4.231 0.0 0.0 0.0 0.312
H -5.386 -2.596 -3.469 0.0 0.0 0.1 0.357
H -5.444 -1.910 -5.089 0.0 0.0 0.0 0.343
H -6.947 -2.417 -4.299 0.0 0.0 0.0 0.008
H -4.324 -0.513 -2.751 0.2 0.2 0.0 0.322
C 10.576 1.925 3.702 -0.1 -0.1 0.0 -1.304
C 9.911 2.304 2.387 0.1 0.3 0.2 0.446
C 10.611 3.480 1.723 -0.1 0.0 -0.1 -1.328
O 8.532 2.599 2.596 0.1 -0.1 0.0 -0.419
H 10.530 2.760 4.406 0.0 0.0 0.0 0.349
H 10.063 1.080 4.160 0.0 0.0 0.0 0.308
H 11.624 1.658 3.554 0.0 0.0 0.0 0.375
H 9.926 1.446 1.713 -0.1 0.0 0.0 0.245
H 10.565 4.363 2.368 0.0 0.0 0.1 0.354
H 10.121 3.734 0.783 0.0 0.0 0.0 0.324
H 11.659 3.256 1.521 0.0 0.0 0.0 0.378
H 8.477 3.357 3.191 0.0 0.0 0.0 0.282
C -8.558 -5.250 -5.172 0.1 0.0 0.0 -1.214
C -9.451 -4.123 -4.678 -0.1 -0.2 -0.3 0.508
C -10.902 -4.566 -4.560 -0.1 0.1 0.1 -1.410
O -9.346 -2.993 -5.541 0.0 0.1 0.1 -0.545
H -8.872 -5.576 -6.168 -0.1 0.0 0.0 0.329
H -7.524 -4.912 -5.246 0.0 0.0 0.0 0.291
H -8.597 -6.110 -4.501 0.0 0.0 0.0 0.368
H -9.096 -3.781 -3.705 0.0 0.1 0.0 0.298
H -11.288 -4.871 -5.537 0.0 -0.1 0.0 0.347
H -11.524 -3.745 -4.202 0.0 0.0 0.0 0.337
H -11.005 -5.407 -3.872 0.0 0.0 0.0 0.370
H -9.649 -3.255 -6.418 0.0 0.0 0.1 0.334
C 1.801 -1.524 -3.627 0.1 -0.1 -0.1 -1.201
C 3.054 -0.672 -3.490 -0.4 0.1 0.0 0.368
C 2.801 0.541 -2.613 0.2 0.1 0.1 -0.906
O 3.527 -0.268 -4.781 0.1 0.0 0.0 -0.570
H 0.999 -0.949 -4.096 0.0 0.0 0.1 0.309
H 1.997 -2.393 -4.257 0.0 0.0 0.0 0.326
H 1.444 -1.866 -2.655 0.0 0.0 0.0 0.335
H 3.857 -1.272 -3.060 0.1 0.0 -0.1 0.266
H 2.026 1.177 -3.051 -0.1 -0.1 0.0 0.343
H 3.704 1.147 -2.516 0.0 -0.1 0.0 0.316
H 2.469 0.247 -1.616 -0.1 0.0 0.0 0.083
H 2.831 0.264 -5.184 0.0 0.0 0.0 0.350
```
Forces are in eV/Å.

Results
Net charge: -1
LUMO (eV): 2.114
Kohn-Sham gap (hartree): 0.12373
Electronic energy (Eh): -1418.43273
HOMO energy (eV): -1.25